{"formula": "C3H7O2S2", "method": "ωB97M-V with the def2-TZVPD basis set", "symbols": ["C", "S", "S", "C", "H", "H", "H", "H", "H", "H", "O", "C", "O", "H"], "xyz": [[-1.043634, -0.360807, -3.064540], [-1.936175, -0.637776, -1.490909], [-0.316502, -1.018852, -0.277207], [0.342146, 0.596462, 0.204994], [-0.283340, 0.400929, -2.897783], [-0.583403, -1.297633, -3.368998], [-1.751014, 0.011837, -3.806852], [-0.464183, 1.246372, 0.530287], [1.007700, 0.373191, 1.068984], [0.907103, 1.020615, -0.628384], [1.917603, -0.356127, 2.583853], [1.024563, -0.071285, 3.425112], [0.109354, 0.769085, 3.349492], [1.069782, -0.676011, 4.371950]], "forces_ev_per_angstrom": [[-0.2546, 0.1066, 0.3601], [0.5919, 0.1751, -0.1478], [-0.2274, -0.1111, 0.2117], [0.0760, -0.2276, -0.1625], [0.0109, -0.0596, -0.0513], [0.0027, 0.0760, -0.1654], [-0.0011, -0.1463, -0.0575], [0.0228, 0.0177, 0.0523], [-0.2327, 0.1131, -0.3834], [-0.0727, 0.0884, 0.0761], [-0.1281, 0.0939, 0.2273], [0.1678, -0.1118, -0.0639], [0.0901, -0.0224, 0.0463], [-0.0455, 0.0081, 0.0579]], "e_homo_ev": -4.2, "homo_lumo_gap_ev": 7.225, "total_energy_ev": -28991.59507, "de_lowest_kcal_mol": 9.3, "max_force_ha_per_bohr": 0.0123, "total_charge": -1}